{"formula": "C33H54As3BiBrN4OSSi", "method": "wB97M-V/def2-TZVPD", "symbols": ["Bi", "Br", "As", "As", "As", "S", "Si", "O", "N", "N", "N", "N", "C", "C", "C", "C", "C", "C", "C", "C", "C", "C", "C", "C", "C", "C", "C", "C", "C", "C", "C", "C", "C", "C", "C", "C", "C", "C", "C", "C", "C", "C", "C", "C", "C", "H", "H", "H", "H", "H", "H", "H", "H", "H", "H", "H", "H", "H", "H", "H", "H", "H", "H", "H", "H", "H", "H", "H", "H", "H", "H", "H", "H", "H", "H", "H", "H", "H", "H", "H", "H", "H", "H", "H", "H", "H", "H", "H", "H", "H", "H", "H", "H", "H", "H", "H", "H", "H", "H"], "coordinates": [[-0.3974, 0.2485, 0.8290], [-2.3313, -5.5549, -2.3667], [3.0668, 2.0577, -5.1025], [-0.7878, 2.9787, -1.8063], [1.4875, 0.1549, -1.2446], [-3.5992, 1.9301, 2.4985], [2.3917, 0.8892, 2.5576], [-1.5219, -1.1385, 2.8663], [1.1601, -0.3494, 2.2057], [-3.8522, 0.5000, 4.7207], [-1.8939, 1.6403, 4.5097], [-0.9186, 2.3389, 3.7686], [-2.2711, -2.7573, -1.8780], [-0.8917, -1.6769, -0.2063], [3.4639, 0.1326, -5.2702], [0.8502, -1.2186, 3.2736], [0.8315, -0.0496, -3.0938], [-1.7297, -3.9789, -1.5103], [-3.2796, -4.3908, 2.4468], [4.0871, 0.2618, 2.0272], [-4.4593, -3.9549, 1.8659], [-3.0949, 1.3428, 3.9862], [2.4302, 1.3636, 4.3695], [-0.7114, 4.6758, -2.7894], [-2.7052, 3.0544, -1.4033], [-0.4534, -1.5057, 3.6927], [1.3036, 2.2224, -4.1712], [1.9271, 2.4729, 1.6545], [2.3530, -1.5867, -1.1307], [2.4212, 2.2853, -6.9415], [-0.1519, 0.4864, -5.2809], [0.2734, 1.1046, -3.9410], [1.6339, -2.4407, 5.2327], [-0.7071, -2.1049, 4.9176], [-1.8517, -1.6146, -1.2134], [-4.6313, -2.5999, 1.6215], [-2.2786, -3.4909, 2.7893], [-0.7752, -4.0704, -0.5093], [1.8802, -1.7812, 4.0429], [-3.6448, -1.6901, 1.9690], [-0.3617, -2.9158, 0.1378], [-2.4745, -2.1363, 2.5597], [0.3341, -2.5657, 5.7046], [3.1048, 1.2366, -1.4369], [-0.9967, 1.7196, -3.3202], [-2.8977, 3.7927, -0.6261], [1.7860, 2.3854, 0.5769], [3.2735, -1.5683, -1.7127], [4.3211, 0.0685, -5.9410], [1.5743, 1.9976, 4.6077], [0.3819, -2.9921, 0.9269], [1.7795, 1.4606, -7.2514], [-3.1236, -5.4460, 2.6334], [2.4599, -2.8462, 5.8036], [-1.5100, 1.0563, 5.2355], [4.0242, -0.5914, 1.3481], [-3.7830, -0.6300, 1.7946], [-3.2656, 3.3309, -2.2973], [-2.3045, -0.6628, -1.4846], [4.6725, 1.0479, 1.5420], [0.0784, -0.8384, -3.0134], [-3.0672, 2.0896, -1.0442], [-0.5055, 1.2636, -5.9618], [0.8105, 3.0100, -4.7499], [-3.6443, 0.3485, 5.6956], [3.8107, 0.9104, -0.6762], [-1.7376, -2.2533, 5.2175], [3.2784, 2.3352, -7.6114], [-5.5401, -2.2412, 1.1543], [-1.6662, 0.9201, -2.9860], [-0.9634, -0.2308, -5.1330], [0.1301, -3.0423, 6.6542], [1.8713, 3.2217, -7.0275], [0.6744, -0.0364, -5.7623], [-0.3728, -5.0341, -0.2257], [2.7224, 3.2087, 1.8102], [1.0114, 2.8854, 2.0872], [-4.8023, 0.3628, 4.4246], [-0.7330, 3.2060, 4.2628], [3.7594, -0.3125, -4.3207], [-1.5346, 2.2705, -4.0959], [2.8999, -1.6602, 3.6939], [-5.2336, -4.6639, 1.6015], [2.5882, -1.8099, -0.0897], [3.5176, 1.0504, -2.4249], [3.3444, 1.9277, 4.5796], [-1.3965, 2.5958, 2.9032], [0.3109, 4.9227, -3.0670], [-1.0889, 5.4612, -2.1359], [-1.3320, 4.6317, -3.6842], [-3.0195, -2.7044, -2.6573], [1.6892, -0.4833, -3.6071], [4.6554, -0.0581, 2.9052], [1.6944, -2.3595, -1.5170], [2.4146, 0.5034, 5.0378], [2.6487, -0.4417, -5.7065], [-1.3558, -3.8586, 3.2113], [1.5532, 2.6749, -3.2076], [2.9129, 2.3005, -1.3207]], "multiplicity": 1, "energy_ha": -11767.545559, "fmax_ev_per_a": 0.99, "total_charge": 1, "molar_mass_g_mol": 1096.62, "relative_energy_kcal_mol": 0.0, "homo_lumo_gap_ev": 8.09, "homo_ev": -10.5, "lumo_energy_ha": -0.08970}

=====

{"formula": "C33H54AsBrClN8", "method": "wB97M-V/def2-TZVPD", "symbols": ["Br", "As", "Cl", "N", "N", "N", "N", "N", "N", "N", "N", "C", "C", "C", "C", "C", "C", "C", "C", "C", "C", "C", "C", "C", "C", "C", "C", "C", "C", "C", "C", "C", "C", "C", "C", "C", "C", "C", "C", "C", "C", "C", "C", "C", "H", "H", "H", "H", "H", "H", "H", "H", "H", "H", "H", "H", "H", "H", "H", "H", "H", "H", "H", "H", "H", "H", "H", "H", "H", "H", "H", "H", "H", "H", "H", "H", "H", "H", "H", "H", "H", "H", "H", "H", "H", "H", "H", "H", "H", "H", "H", "H", "H", "H", "H", "H", "H", "H"], "coordinates": [[3.7255, -1.7881, 4.6072], [0.7924, -0.0771, -0.1591], [4.0968, -3.5309, -2.5062], [-5.3947, 1.2072, -3.3908], [1.0746, 1.7549, -0.8414], [9.4832, -5.2424, -3.8713], [-0.5741, 0.5944, 1.0945], [7.4401, -1.1513, 4.1655], [-6.1641, -2.8019, -1.7618], [-6.8612, 4.9256, -0.7405], [-2.3608, -0.5335, 4.7726], [8.4639, -3.4496, -4.6686], [-5.2308, 2.2408, -2.5089], [-7.9308, 4.9668, 0.1074], [2.5189, -0.8599, 2.1345], [-4.5964, 1.7524, -1.3993], [3.6528, -0.5426, 3.0798], [9.2134, -0.3197, 3.1381], [-4.1740, 0.6318, 5.2595], [-4.8637, 0.0640, -2.8570], [-8.0435, 6.7028, -1.3175], [4.2880, -1.7482, -2.3906], [-5.3249, -3.8792, -1.7419], [-6.9186, 5.9777, -1.6104], [2.0248, -0.9294, -1.5570], [-2.3736, 0.5240, 3.9069], [7.6326, -4.0406, -3.6768], [-8.6870, 6.0600, -0.2246], [3.4926, -1.1552, -1.2325], [8.5829, 0.7193, 3.8761], [-3.4902, 1.2689, 4.1854], [-1.2555, 3.0004, 1.0024], [-1.5156, 1.5604, 0.5393], [2.2294, 0.3294, 1.2309], [-3.4498, -0.4802, 5.5998], [-6.0265, -4.9665, -2.1934], [-1.3833, 4.0354, -0.1148], [7.4911, 0.1720, 4.4978], [-4.3591, 0.3689, -1.6206], [8.2904, -5.1434, -3.2049], [8.4819, -1.4612, 3.3380], [-7.3943, -3.1823, -2.2177], [9.5965, -4.2129, -4.7663], [-7.3432, -4.5235, -2.4960], [1.6193, -1.0648, 2.7184], [6.6646, -3.7007, -3.3451], [-3.7826, 2.1710, 3.6738], [-4.8778, -0.8624, -3.4060], [1.7838, 1.1112, 1.8461], [-0.4774, 4.0125, -0.7179], [10.0961, -0.2370, 2.5264], [-3.8511, -0.3096, -0.9543], [-5.5706, 3.2330, -2.7542], [-2.2376, 3.8220, -0.7604], [6.7455, 0.6100, 5.1387], [-8.1972, -2.4709, -2.3063], [8.0113, -5.8619, -2.4537], [3.5088, 0.4330, 3.5334], [0.6809, 1.7637, -1.7801], [-1.6521, -1.2434, 4.7905], [-8.0625, 4.2195, 0.8704], [1.5632, -1.8933, -1.7930], [-5.0904, 0.9522, 5.7274], [2.7213, -1.7697, 1.5681], [-2.5196, 1.2743, 0.8801], [-5.8335, 1.2761, -4.2892], [-9.5980, 6.3656, 0.2620], [-6.1565, 6.1243, -2.3565], [1.9649, -0.3272, -2.4697], [-3.6159, -1.2306, 6.3537], [5.3560, -1.5653, -2.2953], [2.0788, 1.8336, -0.9828], [4.6329, -0.5806, 2.6138], [10.4676, -4.1117, -5.3905], [-8.1573, -5.1196, -2.8736], [8.2515, -2.5642, -5.2443], [3.9816, -0.2076, -0.9911], [10.1673, -5.9602, -3.7269], [-5.6390, -5.9661, -2.2957], [-1.5500, 1.5156, -0.5599], [-1.4940, 5.0430, 0.2908], [-4.3043, -3.7818, -1.4133], [-6.1413, 4.2249, -0.7248], [-1.9188, 3.2558, 1.8340], [-4.3044, 2.3187, -0.5296], [-0.2395, 3.0233, 1.3946], [-1.5870, 0.6502, 3.1753], [-5.9141, -1.8669, -1.4848], [-1.1079, -0.2312, 1.3439], [-8.3668, 7.5953, -1.8265], [8.6116, -2.4598, 2.9581], [-0.3827, -0.2947, -1.2191], [3.9437, -1.3454, -3.3399], [3.1434, 0.7536, 0.8050], [3.6064, -1.8278, -0.3827], [0.5492, -1.5217, 0.4781], [6.7335, -1.7928, 4.4808], [8.8907, 1.7497, 3.9375]], "multiplicity": 1, "energy_ha": -6997.752624, "fmax_ev_per_a": 0.43, "total_charge": -1, "molar_mass_g_mol": 753.13, "homo_lumo_gap_ev": 6.74, "homo_ev": -4.4, "lumo_energy_ha": 0.08406}

=====

{"formula": "C33H54BFNO16S", "method": "wB97M-V/def2-TZVPD", "symbols": ["S", "F", "O", "O", "O", "O", "O", "O", "O", "O", "O", "O", "O", "O", "O", "O", "O", "O", "N", "C", "C", "C", "C", "C", "C", "C", "C", "C", "C", "C", "C", "C", "C", "C", "C", "C", "C", "C", "C", "C", "C", "C", "C", "C", "C", "C", "C", "C", "C", "C", "C", "C", "B", "H", "H", "H", "H", "H", "H", "H", "H", "H", "H", "H", "H", "H", "H", "H", "H", "H", "H", "H", "H", "H", "H", "H", "H", "H", "H", "H", "H", "H", "H", "H", "H", "H", "H", "H", "H", "H", "H", "H", "H", "H", "H", "H", "H", "H", "H", "H", "H", "H", "H", "H", "H", "H", "H"], "coordinates": [[-2.8787, 4.5630, -4.0012], [-2.7103, 3.1438, -4.6247], [-4.7612, -3.0968, -0.3449], [2.3648, 7.0187, 0.7491], [4.5361, -6.3150, 4.6684], [-1.8816, -4.2121, -0.6761], [-4.1562, 4.6965, -3.3920], [-4.1901, 1.5778, 0.1930], [-1.3901, 2.2129, 1.3580], [-3.5969, -2.3103, -3.1134], [2.3769, 4.1926, 0.4088], [-0.5778, -0.1388, 0.5774], [1.1959, -6.1214, 5.6035], [-2.5123, 5.4831, -5.0177], [-1.0632, 0.8174, -0.3723], [0.2890, 7.1847, -5.6594], [2.4923, -4.3451, 3.4227], [0.7806, 4.9613, -4.9691], [-0.6950, 5.3185, -2.4683], [5.5118, 2.6476, -0.5525], [-3.0398, -4.8348, -0.1374], [-1.8884, 3.3638, -1.7854], [5.6245, -7.1009, 4.2366], [3.1985, 3.2285, -0.1083], [-4.2909, -4.3456, -0.8356], [-0.9483, 3.2032, -0.7397], [1.2180, 7.0206, -0.0473], [3.7553, 1.1601, -1.2110], [-0.6119, 6.4909, -3.3825], [0.1097, 4.0913, -0.5799], [4.6975, -4.9516, 4.3233], [1.0366, 3.8337, 0.5945], [-0.7578, -4.3970, 0.1524], [5.1077, 1.4365, -1.1361], [-5.3775, 1.8767, -0.8206], [-4.3620, -1.5367, -2.2041], [1.3586, 6.1452, -1.3326], [1.2851, -1.5504, 0.9700], [0.3873, -0.9509, -0.1136], [0.2424, -5.9574, 6.6296], [3.3971, -4.2012, 4.5118], [-3.0056, 2.3586, -1.8438], [-4.0535, -1.9463, -0.7781], [-1.1377, 2.0478, 0.2078], [0.6863, -5.7374, 4.3400], [1.8107, -5.5915, 3.3378], [-3.9789, 2.6118, -0.6404], [-1.7070, 4.4300, -2.6496], [-4.0544, -2.1667, -4.4390], [2.7968, 2.0446, -0.7131], [4.5663, 3.5142, -0.0414], [0.2111, 5.1653, -1.4893], [0.2045, 6.2045, -4.7246], [-0.1761, 7.3394, -2.8598], [-4.3845, -1.1428, -0.1172], [1.4593, 6.8094, -2.1863], [-2.9468, -5.9196, -0.2819], [-3.1158, -4.6213, 0.9354], [0.9811, 2.7987, 0.9342], [0.3385, 6.6760, 0.5072], [-4.1570, -4.3219, -1.9185], [-1.6267, 6.8295, -3.5749], [0.9358, -0.2990, -0.7950], [1.5822, -2.5686, 0.7379], [6.5565, 2.9153, -0.4825], [6.5637, -6.7491, 4.6781], [0.9710, 8.0347, -0.3732], [4.8923, 4.4474, 0.4021], [3.4599, 0.2221, -1.6648], [5.4447, -8.1238, 4.5600], [2.5084, -6.4280, 3.4023], [0.6600, 4.4191, 1.4418], [-2.9770, -2.0661, -0.6334], [5.7058, -7.0868, 3.1434], [1.2861, 4.6791, -4.1968], [-4.0077, -1.1188, -4.7607], [-0.9099, -3.9250, 1.1311], [0.1458, -4.7859, 4.4236], [-0.0967, -1.7180, -0.7212], [1.3682, -5.6052, 2.3386], [-4.0006, 3.6056, -0.1975], [2.1746, -0.9248, 1.0618], [-0.0359, -4.9028, 6.7393], [-0.5388, -5.4619, 0.2907], [0.7675, -1.4994, 1.9273], [-0.0085, -6.5153, 3.9931], [-6.0262, 1.3330, -0.1186], [2.9217, -4.4677, 5.4571], [0.6931, -6.2979, 7.5593], [-5.8667, 2.8685, -0.5394], [-0.6553, -6.5544, 6.4328], [1.0832, 7.0229, -6.1838], [5.4659, -4.5144, 4.9762], [3.6299, -3.1346, 4.5475], [5.0217, -4.8635, 3.2786], [-2.6682, 1.3310, -1.7443], [-3.6855, 2.4489, -2.6773], [-3.4081, -2.7617, -5.0811], [2.2753, 5.5557, -1.3279], [-4.0908, -0.4783, -2.3350], [0.0960, -3.9267, -0.3345], [2.7710, 7.8866, 0.7144], [5.8708, 0.7670, -1.5047], [1.7426, 1.8067, -0.7804], [-5.0820, -2.5330, -4.5390], [-5.4317, -1.6618, -2.4087], [-5.0901, -5.0557, -0.6152]], "multiplicity": 1, "energy_ha": -3070.756414, "fmax_ev_per_a": 3.34, "total_charge": 1, "molar_mass_g_mol": 782.66, "homo_lumo_gap_ev": 5.94, "homo_ev": -10.7, "lumo_energy_ha": -0.17373}

=====

{"formula": "C33H54Br2FN7O3", "method": "wB97M-V/def2-TZVPD", "symbols": ["Br", "Br", "F", "O", "O", "O", "N", "N", "N", "N", "N", "N", "N", "C", "C", "C", "C", "C", "C", "C", "C", "C", "C", "C", "C", "C", "C", "C", "C", "C", "C", "C", "C", "C", "C", "C", "C", "C", "C", "C", "C", "C", "C", "C", "C", "C", "H", "H", "H", "H", "H", "H", "H", "H", "H", "H", "H", "H", "H", "H", "H", "H", "H", "H", "H", "H", "H", "H", "H", "H", "H", "H", "H", "H", "H", "H", "H", "H", "H", "H", "H", "H", "H", "H", "H", "H", "H", "H", "H", "H", "H", "H", "H", "H", "H", "H", "H", "H", "H", "H"], "coordinates": [[2.3441, 3.2271, -5.7862], [0.9541, 2.1780, -2.7224], [-0.3067, -6.1680, -4.7273], [2.2131, -0.2991, -1.4944], [1.5897, -1.5693, -5.0783], [0.6323, -2.0105, -2.8451], [-0.3829, 1.0165, 4.1949], [-4.4567, 3.1315, 4.6746], [-1.0278, -1.0973, -5.7499], [-6.7013, -1.4231, 3.8558], [5.6768, 1.6079, -0.7204], [-4.5408, 3.0778, -4.3917], [3.9837, 6.2104, -3.4134], [-3.1429, -0.4928, 2.6535], [1.8420, -1.7631, -3.6441], [1.1721, -4.4450, -2.0170], [1.2603, -2.9068, 3.7766], [-5.2132, 5.2355, 3.0208], [-0.8454, 2.1327, 4.5561], [-7.4578, 0.6809, 2.2020], [-7.0444, -0.4691, 3.1059], [2.8503, 1.4482, -4.9479], [-3.3652, -0.6469, 4.2849], [-2.5664, -3.2576, 4.7304], [0.2357, -1.1262, -5.3757], [-1.4029, 3.4782, 4.9912], [0.2182, -3.4214, -2.8706], [4.9203, 3.7119, -2.3742], [3.3132, -0.6524, 0.8655], [5.3338, 2.5619, -1.4703], [2.0542, -1.0488, 1.8869], [-3.4142, 2.8575, -4.9135], [4.3594, 7.0824, -2.5836], [2.0535, -2.6274, 2.3399], [2.9246, -1.2695, -0.6384], [0.3861, -6.5839, -3.4513], [-1.1003, -2.6407, 5.1494], [-2.0561, 2.5920, -5.5426], [-3.7962, -2.1725, 4.7351], [1.6897, -5.6007, -3.1098], [2.6023, -0.4618, -2.9197], [4.8124, 8.1336, -1.5834], [-0.1969, -2.1586, 3.8558], [-4.7998, 4.0855, 3.9247], [2.2861, 0.9686, -3.6556], [3.9193, 0.5199, -5.7796], [-2.8313, -4.0656, 5.5641], [2.6296, -6.1914, -2.7398], [3.9915, -0.5988, -5.3878], [0.7749, -7.6872, -3.5066], [-0.9755, 3.7642, 5.9563], [-2.0151, -0.2415, 2.4379], [3.5202, 0.4281, -6.8972], [2.1084, -0.3581, 2.8585], [3.1381, -3.0958, 2.4509], [-1.2738, 3.0931, -4.9660], [2.6403, -2.6473, -3.5643], [-6.8076, 0.7170, 1.3237], [-1.8554, 1.5171, -5.5562], [5.0030, 7.6670, -0.6130], [-0.8196, -2.3932, 2.8887], [-4.6121, -2.5318, 3.9469], [5.7307, 8.6117, -1.9352], [4.9643, 1.0269, -5.8320], [1.8784, -4.9962, -4.1216], [2.1332, -2.1322, -0.4044], [-2.4944, -3.8615, 3.7139], [-6.2474, 5.0987, 2.6930], [4.3351, -1.0964, 1.2665], [3.8827, -1.7309, -1.1275], [-2.0401, 2.9703, -6.5685], [3.3934, 0.5246, 0.8370], [0.0595, -3.7385, -4.0008], [5.0000, 4.6587, -1.8329], [1.0552, -0.7861, 1.2886], [-2.4583, -0.2062, 4.8926], [-7.3782, 1.6277, 2.7433], [-4.2971, 0.0447, 4.5622], [-3.7983, 0.3907, 2.2522], [-4.5630, 5.2717, 2.1425], [3.7711, -0.6611, -3.0237], [1.9803, -2.5998, 4.6778], [0.5633, -5.0227, -1.1742], [5.5705, 3.7480, -3.2525], [-2.4904, 3.4176, 5.0873], [-1.1529, 4.2426, 4.2504], [-0.3870, -6.3981, -2.5761], [-0.0142, -0.9922, 3.9955], [3.8861, 3.5751, -2.7020], [-3.4460, -1.4796, 2.0823], [2.1463, -3.9705, -1.5754], [-8.4920, 0.5441, 1.8742], [-1.3078, -1.7672, 5.9219], [-4.3682, -2.0916, 5.7639], [1.5088, -3.3114, 1.5282], [-0.8703, -3.4613, -2.3825], [-0.4594, -3.4563, 5.7379], [4.0368, 8.8953, -1.4661], [1.0777, -4.0724, 3.9087], [-5.1335, 6.1824, 3.5620]], "multiplicity": 1, "energy_ha": -7145.990807, "fmax_ev_per_a": 12.07, "total_charge": 0, "molar_mass_g_mol": 775.65, "smiles": "CCCCCCCCCCCO[C@H](/C(Br)=C(\\C)Br)[C@H](OC#N)OCCCCF.CC#N.CC#N.CC#N.CC#N.CC#N.CC#N", "homo_lumo_gap_ev": 9.17, "homo_ev": -9.1, "lumo_energy_ha": 0.00202}